Formula: C14H32NO3P2PbSi
Source: OMol25
Level of theory: wB97M-V/def2-TZVPD

```
54
Properties=species:S:1:pos:R:3:forces:R:3
Pb 0.093662 0.841040 0.511803 -0.682 -0.813 2.114
P 2.421067 -0.863235 -0.002394 1.561 -1.542 0.022
P -2.414635 0.941838 -0.785984 -0.899 -0.025 -0.046
Si -0.300974 -0.280322 3.805026 0.354 0.723 2.626
O -0.470631 -0.436245 2.181950 0.157 0.699 -3.539
O -0.063437 3.371018 -1.795434 0.624 -1.787 0.827
O 2.991833 3.371884 -3.486050 -0.354 -0.463 0.783
N 0.027751 -0.661110 -1.932427 -0.647 -1.677 2.127
C -1.756330 -1.012802 4.783341 0.159 -0.126 -0.764
C 1.388620 -1.013694 4.277290 -0.463 -0.142 -0.354
C 1.128203 -1.371318 -2.388877 -1.308 1.071 -1.185
C -0.218485 1.571380 4.173481 -0.053 -0.351 -0.454
C -1.341489 -2.127449 -3.229347 0.132 -0.536 -1.098
C -2.437229 -0.686519 -1.566585 0.176 0.309 -0.074
C 0.989963 -1.972627 -3.652302 1.010 -1.235 0.083
C -1.179883 -1.131740 -2.278949 0.114 0.635 0.695
C -2.644820 2.004895 -2.224704 0.211 0.669 -0.387
C 1.955173 -2.380913 0.913475 -0.754 -0.118 0.388
C 4.119535 -0.239715 0.475650 -0.511 -0.084 -0.453
C -0.249511 -2.478250 -4.018101 -0.991 -0.200 0.576
C 2.345908 -1.425982 -1.672628 0.783 3.713 -0.444
C -4.074236 1.073515 -0.058043 -0.057 -0.101 0.714
H 1.263115 -2.905020 0.230546 0.229 0.046 0.455
H 2.166709 -0.647250 3.595289 0.003 0.079 0.056
H 1.380186 -2.105965 4.199868 0.041 0.030 0.107
H 4.156064 0.115323 1.518417 -0.272 -0.284 -0.312
H -0.372028 -3.256705 -4.766370 0.204 0.467 -0.299
H 3.169522 -1.040207 -2.317996 0.035 -1.258 0.342
H 0.682368 2.032732 3.751878 0.068 0.015 0.081
H -4.128058 1.960731 0.589292 -0.055 -0.231 -0.232
H -2.688332 -0.497046 4.518684 0.160 -0.038 -0.006
H 0.123592 3.348523 -2.756067 -0.036 -0.185 -0.327
H -1.086195 2.096979 3.759608 -0.044 -0.001 0.121
H -2.781563 3.052632 -1.927549 0.007 -0.236 -0.089
H -1.896193 -2.070949 4.535401 -0.006 0.085 0.060
H -3.285307 -0.661524 -2.248128 -0.097 -0.208 -0.148
H -0.206252 1.740459 5.249334 0.021 0.114 0.033
H 3.062072 2.788588 -4.265794 0.525 0.373 0.693
H 1.703545 -0.757883 5.292360 -0.147 0.007 -0.077
H 1.439147 -2.176452 1.873120 0.424 0.006 -0.595
H 0.604364 4.023437 -1.444589 -0.322 -0.648 0.259
H 2.857422 -2.997608 1.057701 -0.259 0.296 -0.068
H -1.663774 -0.949272 5.873861 0.309 0.123 -0.242
H 4.852080 -1.046855 0.341238 -0.199 0.110 0.082
H 4.388975 0.604016 -0.177190 -0.123 -0.288 0.156
H -4.841834 1.141447 -0.844423 0.347 -0.015 0.179
H -2.344661 -2.524277 -3.395624 0.403 -0.092 -0.043
H -0.031581 2.341394 -1.363057 0.326 3.255 -1.064
H -3.552338 1.674735 -2.738554 0.072 0.045 0.052
H 3.655102 3.147004 -2.792327 -0.410 0.077 -1.358
H -2.696352 -1.388834 -0.769666 0.166 -0.327 -0.083
H -4.275233 0.192948 0.563878 0.017 0.199 -0.046
H 1.863207 -2.263638 -4.229741 0.053 -0.110 0.246
H -1.827813 1.934910 -2.943607 0.001 -0.026 -0.093
```
Positions in Å, forces in eV/Å.

Output
electronic energy = -54343.6266 eV
HOMO energy (alpha / beta) = -17.13 / -17.13 eV
2S+1 = 1
net charge = +3
relative energy (zero: lowest compared OMol25 entry of this formula, charge and spin) = 5.87 kcal/mol